Record 1
The following is a DFT calculation (ωB97M-V with the def2-TZVPD basis set) of C18H35AsBrInNP2S2SbSe4 as an isolated structure.

```
66
Properties=species:S:1:pos:R:3:forces:R:3:lowdin_charge:R:1
In 1.567 -0.959 -0.456 0.05 0.09 0.25 -0.3489
C -2.322 1.901 2.756 -0.06 0.01 0.01 -0.3207
P -0.602 1.239 2.645 -0.06 -0.08 -0.05 0.8025
C -0.449 0.606 4.368 0.02 0.01 0.09 -0.3175
C 0.293 2.849 2.850 -0.04 0.03 0.03 -0.4679
C 1.803 2.671 2.690 0.06 0.04 0.02 -0.4563
P 2.231 2.101 0.979 -0.07 -0.11 -0.05 0.7784
C 2.179 3.718 0.094 0.08 0.06 -0.01 -0.2984
C 4.043 1.911 1.160 0.07 0.13 -0.02 -0.3080
H -2.467 2.576 3.607 0.02 0.00 0.00 0.0259
H -3.017 1.064 2.848 -0.01 -0.02 -0.01 0.0099
H -2.565 2.432 1.832 0.02 -0.02 0.02 0.0259
H -0.754 1.348 5.115 0.01 0.00 0.01 0.0283
H 0.585 0.306 4.546 -0.01 0.00 0.00 0.0123
H -1.067 -0.288 4.479 0.01 0.02 -0.03 0.0024
H 0.039 3.314 3.812 0.01 -0.03 0.01 0.0667
H -0.093 3.515 2.070 0.03 0.01 -0.02 0.0597
H 2.171 1.894 3.369 -0.02 -0.01 0.00 0.0613
H 2.337 3.596 2.940 0.03 -0.01 -0.03 0.0682
H 2.800 4.479 0.580 -0.01 0.01 -0.02 0.0288
H 1.151 4.079 0.026 -0.02 0.00 0.01 0.0245
H 2.539 3.553 -0.925 0.00 -0.01 0.04 0.0148
H 4.493 2.776 1.662 0.01 -0.03 0.01 0.0318
H 4.484 1.802 0.168 -0.03 -0.01 -0.01 0.0237
H 4.272 0.995 1.706 -0.04 -0.03 0.03 0.0016
C -1.381 1.793 -2.779 -0.04 0.06 -0.04 -0.1502
C -0.187 1.079 -2.185 -0.02 -0.09 0.12 -0.7743
S -0.668 -0.129 -0.982 0.03 -0.01 -0.17 0.5103
C 1.058 1.373 -2.601 0.09 -0.09 0.07 -0.8017
C 1.271 2.449 -3.641 -0.01 0.09 -0.12 -0.1611
S 2.569 0.587 -2.108 -0.09 0.05 0.05 0.5332
H -2.260 1.659 -2.150 0.00 -0.01 0.01 0.0446
H -1.623 1.391 -3.771 0.01 0.01 0.01 0.0705
H -1.209 2.867 -2.888 0.02 0.00 -0.01 0.0643
H 0.544 2.371 -4.456 0.01 0.02 0.00 0.0621
H 2.269 2.378 -4.073 0.00 -0.04 0.01 0.0483
H 1.178 3.455 -3.214 -0.03 -0.02 0.01 0.0681
Se 5.678 -1.904 0.609 -0.11 -0.03 0.01 -0.4027
Sb 3.736 -3.200 1.328 0.01 0.04 0.07 0.1309
Se 2.012 -1.396 2.060 0.01 0.05 -0.16 -0.1314
Se 2.550 -3.358 -1.037 0.11 -0.06 -0.24 -0.2216
Se 0.706 -4.784 -0.810 -0.10 -0.02 0.06 -0.2207
C -3.346 -2.432 3.751 -0.02 -0.05 0.01 -0.3711
As -2.168 -2.260 2.174 0.04 0.14 -0.11 1.0408
C -1.003 -3.762 2.602 -0.01 -0.06 0.06 -0.3660
C -3.335 -3.220 0.918 0.07 0.02 -0.05 -0.3486
H -3.697 -3.461 3.861 -0.02 0.01 0.02 0.0066
H -4.203 -1.763 3.655 -0.01 -0.01 0.00 0.0007
H -2.787 -2.149 4.645 -0.02 -0.01 0.01 -0.0024
H -1.602 -4.611 2.942 0.05 -0.01 0.02 0.0167
H -0.291 -3.456 3.368 -0.02 -0.02 0.03 -0.0016
H -0.435 -4.040 1.713 -0.01 0.03 -0.02 -0.0669
H -3.625 -4.192 1.320 -0.02 -0.01 0.00 0.0129
H -2.773 -3.364 -0.007 -0.02 -0.02 0.03 0.0082
H -4.223 -2.626 0.701 0.00 0.00 0.01 0.0064
Br -2.622 -1.322 -7.061 -0.04 0.01 -0.04 0.6728
C -1.325 -1.567 -5.688 0.02 -0.03 0.05 -0.6996
C -0.187 -0.787 -5.680 -0.01 0.00 0.03 -0.1233
C 0.719 -1.010 -4.648 0.10 0.06 0.06 -0.1484
N 0.549 -1.917 -3.694 -0.09 -0.10 -0.11 0.0877
C -0.557 -2.657 -3.730 0.09 0.01 0.05 -0.1395
C -1.532 -2.523 -4.714 -0.03 0.01 0.02 -0.1117
H -0.007 -0.032 -6.431 0.00 0.00 0.00 0.0938
H 1.630 -0.424 -4.578 -0.02 -0.01 -0.02 0.0854
H -0.651 -3.397 -2.938 -0.01 0.06 -0.01 0.0347
H -2.419 -3.140 -4.705 0.01 -0.01 0.00 0.0948
```
Forces are in eV/Å.

Values from the calculation:
Net charge: -2
LUMO, eV: 3.6
ΔE to the lowest compared entry with this formula, charge and spin, eV: 0.094
Gap between HOMO and LUMO, eV: 5.036



Record 2
The following is a DFT calculation (ωB97M-V with the def2-TZVPD basis set) of C18H35B3Br2NO6 as an isolated structure.

```
65
Properties=species:S:1:pos:R:3:forces:R:3:lowdin_charge:R:1
C 0.583 -1.059 6.925 -0.91 0.37 0.01 0.0447
C -0.943 -1.261 7.017 2.02 1.44 0.62 -0.4796
O -1.419 -2.306 6.848 -1.46 -2.33 -0.58 0.1830
O -1.741 -0.138 7.320 1.13 0.94 -1.23 0.0861
C -2.681 0.094 6.301 0.57 0.88 -0.07 -0.4454
O -3.674 -0.510 6.311 -2.24 -1.44 0.08 0.1984
C -2.482 1.158 5.203 0.92 0.13 0.15 0.0740
B -1.062 1.161 4.492 -0.24 0.49 0.41 -0.4990
O 0.072 1.769 5.028 -0.34 0.03 -1.56 0.2553
B 1.042 1.862 4.015 0.59 -0.71 0.73 -0.2662
O 1.469 0.650 3.448 -1.71 0.87 -0.09 0.2189
B 0.316 -0.020 3.029 1.14 -0.64 -0.45 -0.6757
C 0.559 -1.432 2.306 -0.96 -0.13 -0.52 -0.5858
Br 1.657 -2.532 3.538 -0.27 0.57 -0.21 0.7660
C -0.757 -2.165 1.890 0.48 -0.55 1.54 -0.7117
C -1.746 -2.406 3.085 0.38 0.14 -1.35 -0.1293
Br -0.219 -3.991 1.277 -0.36 0.56 -0.59 0.6252
O -0.940 0.549 3.223 0.62 -0.36 0.81 0.2597
H 0.983 -0.724 7.896 -0.10 0.01 -0.52 0.1032
H 0.771 -0.312 6.133 0.19 -0.24 0.59 0.0706
H 1.001 -2.031 6.626 -0.11 0.45 0.24 0.0740
H -2.712 2.143 5.653 0.28 -0.39 -0.13 0.1412
H -3.237 0.953 4.427 0.14 -0.02 0.54 0.1288
H 1.459 2.884 3.593 0.08 0.16 0.25 0.1280
H 1.169 -1.320 1.393 -0.03 -0.01 0.61 0.0676
H -1.247 -1.634 1.058 0.32 -0.37 0.23 0.0911
H -2.361 -3.273 2.793 0.07 0.46 0.50 0.0645
H -2.381 -1.511 3.179 0.23 -0.43 0.28 0.0825
H -1.166 -2.630 3.993 -0.43 0.07 -0.24 0.0628
C 0.419 0.726 -0.220 0.08 0.07 -0.06 -0.0844
C 0.566 1.737 -1.350 -0.02 -0.03 0.14 -0.2315
C -0.458 1.570 -2.475 0.17 0.44 0.09 -0.1647
C -0.523 0.275 -3.282 -0.10 0.23 0.12 -0.0823
N 0.561 -0.072 -4.292 -0.01 -0.88 -0.68 -0.1967
C 1.942 -0.291 -3.708 0.01 0.19 0.21 -0.0809
C 1.860 -1.633 -3.012 -0.03 -0.05 0.26 -0.1365
C 1.019 -2.482 -3.957 -0.14 -0.38 -0.02 -0.1295
C 0.221 -1.495 -4.810 0.09 0.06 0.11 -0.0771
C 0.589 0.817 -5.519 0.35 0.21 0.31 -0.1120
C 0.976 2.279 -5.281 -0.26 0.28 -0.30 -0.2151
C -0.189 3.230 -5.568 0.07 0.10 0.09 -0.0950
H 0.521 -0.301 -0.574 -0.01 -0.03 0.07 0.0551
H 1.187 0.896 0.536 0.00 -0.04 -0.02 0.0873
H -0.557 0.825 0.264 -0.01 -0.04 -0.04 0.0957
H 1.591 1.741 -1.725 0.01 -0.02 0.00 0.0912
H 0.425 2.735 -0.926 -0.04 -0.01 -0.11 0.1217
H -0.390 2.439 -3.124 -0.03 -0.08 -0.14 0.0832
H -1.445 1.668 -2.010 -0.03 -0.21 -0.09 0.1348
H -1.441 0.304 -3.871 0.08 -0.07 -0.04 0.1384
H -0.609 -0.577 -2.605 0.13 -0.05 -0.09 0.1325
H 2.643 -0.335 -4.543 -0.14 0.04 -0.07 0.1483
H 2.222 0.532 -3.062 -0.06 0.05 -0.06 0.1121
H 1.365 -1.548 -2.045 0.09 0.07 0.01 0.0950
H 2.842 -2.064 -2.829 0.01 0.12 -0.03 0.1330
H 0.369 -3.167 -3.414 0.02 0.05 -0.01 0.1239
H 1.653 -3.093 -4.600 -0.04 0.06 0.01 0.1238
H -0.856 -1.639 -4.758 0.04 0.13 -0.03 0.1345
H 0.537 -1.556 -5.848 -0.08 0.19 0.02 0.1295
H -0.389 0.723 -5.994 -0.01 0.06 0.09 0.1408
H 1.326 0.371 -6.187 -0.12 -0.20 0.10 0.1292
H 1.777 2.540 -5.975 0.06 -0.11 0.09 0.1193
H 1.387 2.445 -4.285 -0.04 -0.12 0.02 0.1008
H -0.419 3.239 -6.634 0.01 -0.01 0.04 0.0864
H 0.070 4.248 -5.275 -0.06 -0.01 -0.04 0.0867
H -1.102 2.944 -5.041 0.02 0.02 0.02 0.0698
```
Forces are in eV/Å.

Values from the calculation:
Net charge: +1
LUMO, eV: -2.4
ΔE to the lowest compared entry with this formula, charge and spin, eV: 0.000
Gap between HOMO and LUMO, eV: 9.294



Record 3
The following is a DFT calculation (ωB97M-V with the def2-TZVPD basis set) of an isolated ion of composition C18H35BN5O4 and charge +1.

```
63
Properties=species:S:1:pos:R:3:forces:R:3:lowdin_charge:R:1
C 3.551 0.546 2.014 0.07 0.23 -0.37 -0.0602
C 2.890 0.025 0.740 -0.27 0.18 0.04 -0.2342
N 2.994 -1.435 0.566 0.56 0.26 -0.11 -0.0778
C 2.726 -1.823 -0.817 -0.11 -0.14 0.16 -0.1467
C 1.302 -2.289 -1.063 0.10 -0.38 0.24 -0.0663
N 0.310 -1.194 -1.099 -0.13 -0.04 -0.13 0.0722
C 0.374 -0.371 -2.177 0.44 -0.05 -0.12 -0.0358
B 1.430 -0.518 -3.375 -0.04 0.06 0.03 -0.5756
N 2.191 0.651 -3.721 0.39 -0.98 -0.15 0.2027
O 1.457 -1.695 -4.076 0.02 -0.03 0.55 0.1656
C -0.493 0.678 -2.256 -0.34 0.32 0.07 0.0559
C -1.443 0.932 -1.268 -0.06 -0.08 -0.25 -0.0992
C -2.299 2.147 -1.440 0.30 0.46 0.34 -0.1068
C -1.444 3.453 -1.459 -0.46 -0.13 -0.24 -0.1367
C -1.933 4.507 -0.459 0.04 0.04 -0.17 -0.2582
O -1.167 4.543 0.731 -0.09 -0.15 0.05 -0.0593
C -1.497 0.061 -0.179 -0.11 0.55 0.11 -0.0668
C -2.496 0.275 0.933 0.13 -0.18 -0.07 -0.0845
C -3.851 -0.407 0.635 0.14 0.06 0.43 -0.3684
O -4.724 0.431 -0.096 0.17 -0.02 -0.28 -0.0118
C -4.526 -0.918 1.909 -0.51 0.01 -0.06 -0.2307
N -4.969 0.099 2.859 0.42 0.29 -0.44 0.0274
C -0.606 -1.003 -0.118 0.11 -0.33 -0.06 -0.0944
C -0.687 -1.957 1.038 -0.10 -0.20 0.44 -0.1853
N 0.206 -1.562 2.141 -0.40 0.17 -0.12 0.0586
C 4.365 -1.847 0.865 0.33 0.11 -0.30 -0.4858
C 4.515 -2.912 1.901 0.46 -0.23 -0.04 0.0203
O 5.301 -1.361 0.280 -0.37 -0.07 0.21 0.1285
H 3.570 -0.194 2.810 -0.17 0.01 0.12 0.0756
H 4.570 0.861 1.799 0.13 -0.17 0.11 0.0813
H 3.028 1.439 2.348 -0.08 -0.05 0.20 0.0780
H 3.328 0.548 -0.119 0.10 -0.03 -0.05 0.1139
H 1.831 0.297 0.744 -0.07 -0.18 0.01 0.0939
H 3.360 -2.672 -1.079 0.01 -0.05 -0.04 0.1455
H 3.002 -1.013 -1.504 0.06 -0.01 -0.09 0.1094
H 1.036 -2.998 -0.292 0.01 0.09 0.12 0.1176
H 1.257 -2.823 -2.008 -0.15 0.17 -0.14 0.1303
H 2.621 0.557 -4.635 0.10 0.13 0.02 0.0943
H 2.927 0.878 -3.061 -0.34 0.62 0.14 0.0906
H 2.357 -1.939 -4.317 -0.10 0.08 -0.60 0.1237
H -0.430 1.338 -3.109 0.08 0.03 -0.04 0.1385
H -3.024 2.243 -0.642 -0.10 -0.19 -0.02 0.0795
H -2.864 2.072 -2.367 -0.03 -0.16 -0.05 0.1396
H -1.497 3.879 -2.460 0.13 0.00 -0.07 0.1141
H -0.400 3.217 -1.259 0.10 0.11 0.04 0.1139
H -1.968 5.486 -0.943 0.14 0.10 0.07 0.1196
H -2.957 4.287 -0.161 -0.04 0.01 0.09 0.1147
H -0.325 4.964 0.537 0.05 0.05 0.05 0.0888
H -2.609 1.344 1.103 -0.14 0.05 0.03 0.1265
H -2.103 -0.127 1.865 0.02 0.07 0.04 0.1064
H -3.657 -1.269 -0.007 -0.10 -0.04 -0.09 0.1514
H -4.816 1.265 0.375 -0.12 -0.01 0.09 0.0878
H -5.414 -1.460 1.585 -0.02 -0.10 0.06 0.1239
H -3.886 -1.641 2.419 0.13 0.02 0.03 0.1111
H -5.677 0.679 2.421 -0.21 -0.12 0.13 0.0699
H -4.205 0.737 3.070 0.01 -0.09 0.27 0.0670
H -1.725 -1.987 1.369 -0.10 -0.04 -0.23 0.1011
H -0.466 -2.972 0.721 0.10 -0.04 0.04 0.1151
H 0.110 -0.560 2.285 0.17 0.04 -0.03 0.0732
H -0.161 -1.964 2.998 0.18 -0.20 0.02 0.0871
H 3.828 -3.740 1.743 -0.22 0.11 0.03 0.0882
H 5.534 -3.287 1.861 0.05 0.00 0.02 0.0914
H 4.354 -2.500 2.897 -0.24 0.05 0.00 0.0901
```
Forces are in eV/Å.

Values from the calculation:
Net charge: +1
LUMO, eV: -3.6
SMILES string: CCN(CC[n+]1c(B(N)O)cc(CCCO)c(C[C@H](O)CN)c1CN)C(C)=O
Gap between HOMO and LUMO, eV: 8.359



Record 4
The following is a DFT calculation (ωB97M-V with the def2-TZVPD basis set) of C18H35BaF5NO8Te as an isolated structure.

```
69
Properties=species:S:1:pos:R:3:forces:R:3:lowdin_charge:R:1
Ba 0.059 -0.558 0.419 0.58 0.33 -0.67 2.1092
C 0.959 -1.436 -3.101 0.02 -0.01 0.00 -0.1620
C -0.464 -0.995 -3.372 0.00 -0.04 0.00 -0.1725
O -1.171 -1.056 -2.144 -0.01 0.14 0.23 -0.2406
C -2.499 -0.539 -2.174 -0.10 -0.02 -0.02 -0.1575
C -2.560 0.928 -1.798 0.03 0.04 -0.03 -0.1678
O -2.145 1.033 -0.446 0.11 -0.24 0.31 -0.2587
C -2.331 2.291 0.192 0.02 0.08 -0.05 -0.1632
C -2.128 2.096 1.680 -0.01 0.03 0.18 -0.1499
O -0.814 1.628 1.968 0.19 -0.37 -0.33 -0.2664
C 0.094 2.505 2.611 -0.10 0.14 -0.02 -0.1696
C 1.467 1.853 2.643 -0.10 0.15 -0.02 -0.1564
O 1.926 1.402 1.369 -0.14 -0.21 0.04 -0.2490
C 2.575 2.338 0.524 -0.02 0.02 0.04 -0.1587
C 1.615 2.965 -0.465 -0.14 0.07 -0.03 -0.1589
O 0.912 1.997 -1.240 0.10 -0.02 0.10 -0.1867
C 1.398 1.779 -2.559 -0.06 0.04 -0.01 -0.1617
C 2.270 0.544 -2.660 0.04 -0.04 -0.01 -0.1581
O 1.639 -0.622 -2.150 -0.12 0.09 0.00 -0.2166
H 1.517 -1.471 -4.042 0.01 0.00 0.01 0.1379
H 0.941 -2.437 -2.668 -0.01 0.00 0.01 0.1282
H -0.915 -1.679 -4.100 0.00 -0.01 0.01 0.1439
H -0.502 0.013 -3.793 -0.01 0.01 0.00 0.1202
H -3.065 -1.113 -1.440 0.00 0.00 0.00 0.1384
H -2.954 -0.704 -3.155 0.03 0.05 -0.02 0.1407
H -3.591 1.282 -1.906 0.00 0.01 0.00 0.1420
H -1.915 1.540 -2.441 0.00 0.01 0.01 0.1319
H -3.350 2.653 0.018 0.00 0.01 -0.01 0.1412
H -1.622 3.025 -0.211 0.00 -0.02 -0.04 0.1319
H -2.823 1.338 2.047 0.02 -0.01 0.01 0.1367
H -2.329 3.024 2.222 -0.01 0.05 -0.09 0.1422
H -0.217 2.686 3.645 -0.01 0.01 0.00 0.1458
H 0.120 3.470 2.093 0.02 -0.01 0.00 0.1266
H 1.441 0.964 3.275 -0.04 0.00 0.00 0.1312
H 2.173 2.573 3.066 0.06 -0.08 0.04 0.1384
H 3.361 1.788 0.004 0.00 0.01 -0.01 0.1298
H 3.052 3.126 1.115 0.00 -0.01 0.01 0.1406
H 2.160 3.656 -1.115 0.01 0.00 0.00 0.1358
H 0.858 3.541 0.069 0.01 0.01 -0.02 0.1165
H 1.962 2.648 -2.910 0.01 -0.01 0.00 0.1355
H 0.522 1.683 -3.200 -0.01 0.00 0.00 0.1132
H 3.183 0.678 -2.077 -0.01 0.00 0.01 0.1294
H 2.563 0.398 -3.706 0.01 -0.01 0.00 0.1386
F -2.377 -1.089 3.492 -0.10 -0.01 0.10 -0.3681
Te -1.317 -2.534 2.968 -0.04 -0.10 0.47 1.7344
F -0.552 -4.085 2.256 0.00 -0.10 0.01 -0.3685
F -1.956 -2.145 1.186 0.18 0.00 0.04 -0.5099
F -2.854 -3.541 3.084 -0.19 -0.05 -0.07 -0.3354
F -1.008 -3.059 4.709 0.03 -0.06 0.10 -0.3454
O 0.164 -1.544 2.798 -0.14 0.04 -0.27 -0.7630
O 1.348 -2.812 0.029 -0.05 0.15 -0.16 -0.1830
C 2.007 -3.841 -0.170 0.00 -0.03 0.16 -0.4838
C 3.487 -3.777 -0.469 0.00 0.01 -0.07 -0.0834
C 4.401 -4.548 0.521 -0.01 0.00 0.01 -0.1676
C 3.659 -5.295 1.629 0.00 0.00 -0.01 -0.1930
C 2.938 -6.546 1.126 -0.01 -0.01 0.01 -0.1701
C 2.176 -6.292 -0.174 -0.01 0.00 0.03 -0.1579
N 1.424 -5.043 -0.142 0.02 -0.01 0.01 0.1029
H 3.737 -2.718 -0.476 -0.01 0.00 -0.02 0.1145
H 3.630 -4.143 -1.489 0.01 -0.02 0.01 0.1239
H 5.085 -3.833 0.976 -0.01 0.00 0.00 0.1100
H 5.024 -5.254 -0.034 0.00 0.00 0.00 0.1152
H 2.943 -4.620 2.109 0.00 0.00 0.00 0.1176
H 4.367 -5.580 2.408 0.00 -0.01 0.00 0.1160
H 2.254 -6.909 1.896 -0.01 0.00 0.00 0.1154
H 3.661 -7.344 0.940 -0.01 -0.01 0.01 0.1173
H 1.474 -7.098 -0.380 0.00 0.00 -0.01 0.1257
H 2.865 -6.255 -1.019 0.00 0.01 0.00 0.1189
H 0.468 -5.049 0.189 0.00 0.00 0.03 0.1462
```
Forces are in eV/Å.

Values from the calculation:
Net charge: +1
LUMO, eV: -2.1
ΔE to the lowest compared entry with this formula, charge and spin, eV: 0.596
Gap between HOMO and LUMO, eV: 10.171